{"formula": "C4H11N2O2", "method": "ωB97M-V/def2-TZVPD", "symbols": ["C", "C", "C", "C", "N", "N", "O", "O", "H", "H", "H", "H", "H", "H", "H", "H", "H", "H", "H"], "coordinates": [[1.168, 1.219, 0.052], [-1.756, 0.374, -0.567], [0.817, -1.151, 0.926], [0.873, -0.175, -0.282], [1.888, -1.001, -1.499], [-0.478, -0.222, -1.009], [1.222, -1.297, -2.409], [-0.108, -2.208, 0.737], [0.267, 1.876, -0.110], [1.635, 1.155, 1.087], [1.957, 1.632, -0.663], [-2.661, -0.118, -1.073], [-1.848, 0.183, 0.568], [-1.988, 1.410, -0.610], [1.907, -1.647, 0.994], [0.617, -0.591, 1.784], [-0.622, -1.257, -1.135], [-0.250, 0.271, -1.852], [0.356, -3.064, 0.599]], "mulliken_spin": [-0.01, 0.00, -0.03, 0.45, 0.87, -0.03, 0.71, 0.00, 0.02, 0.00, 0.01, 0.00, 0.00, 0.00, 0.01, 0.01, -0.01, 0.00, 0.00], "homo_lumo_gap_ev": [9.51, 9.71], "total_charge": 1, "total_energy_ev": -11389.5760, "relative_energy_kcal_mol": 2.2, "spin_multiplicity": 3, "lumo_ev": [-3.054, -6.045]}

---

{"formula": "C4H11N2OS", "method": "ωB97M-V/def2-TZVPD", "symbols": ["N", "C", "C", "S", "C", "N", "C", "O", "H", "H", "H", "H", "H", "H", "H", "H", "H", "H", "H"], "coordinates": [[-0.653, -0.785, -1.535], [-0.389, 0.044, -0.261], [1.146, 0.250, -0.253], [1.714, 1.179, -1.789], [-0.908, -0.851, 0.842], [-1.114, -0.342, 2.084], [-0.833, 1.036, 2.496], [-1.127, -2.049, 0.540], [-0.351, -0.233, -2.348], [-1.657, -0.950, -1.527], [-0.239, -1.728, -1.574], [-1.048, 0.936, -0.377], [1.559, -0.783, -0.008], [1.454, 0.896, 0.541], [2.874, 0.476, -1.883], [-1.273, -0.994, 2.833], [-0.518, 1.618, 1.657], [0.013, 1.073, 3.185], [-1.710, 1.449, 2.986]], "mulliken_spin": [-0.06, 0.08, 0.15, 0.31, 0.29, -0.05, 0.08, 0.12, -0.01, 0.01, 0.00, 0.21, -0.07, -0.03, 0.01, -0.03, 0.02, -0.03, 0.00], "homo_lumo_gap_ev": [3.48, 9.19], "total_charge": 0, "total_energy_ev": -20185.7669, "relative_energy_kcal_mol": 29.1, "spin_multiplicity": 2, "lumo_ev": [0.476, 0.372]}

---

{"formula": "C4H11N2OS", "method": "ωB97M-V/def2-TZVPD", "symbols": ["N", "C", "C", "O", "N", "C", "C", "S", "H", "H", "H", "H", "H", "H", "H", "H", "H", "H", "H"], "coordinates": [[-0.564, -1.448, -2.323], [0.748, -1.588, -1.315], [0.808, -0.519, -0.284], [1.394, 0.669, -0.955], [0.138, -0.720, 1.078], [-1.025, 0.111, 1.543], [-1.028, 1.596, 1.225], [0.178, 2.439, 2.212], [-0.797, -0.502, -2.310], [-0.475, -1.713, -3.242], [0.517, -2.465, -0.775], [1.620, -1.544, -1.954], [2.306, 0.460, -1.116], [0.891, -0.668, 1.738], [-1.945, -0.278, 1.130], [-0.993, -0.178, 2.686], [-0.684, 1.572, 0.236], [-1.988, 1.955, 1.253], [0.896, 2.820, 1.173]], "nbo_charge": [-0.71, -0.42, 0.92, -0.66, -0.66, -0.21, -0.55, 0.02, 0.35, 0.39, 0.26, 0.27, 0.52, 0.43, 0.22, 0.24, 0.21, 0.24, 0.13], "homo_lumo_gap_ev": 5.26, "total_charge": 1, "smiles": "NC/C(O)=[NH+]/CCS", "total_energy_ev": -20177.4293, "relative_energy_kcal_mol": 144.0, "lumo_ev": -7.504}

---

{"formula": "C4H11N2OS", "method": "ωB97M-V/def2-TZVPD", "symbols": ["C", "C", "O", "N", "C", "C", "N", "S", "H", "H", "H", "H", "H", "H", "H", "H", "H", "H", "H"], "coordinates": [[2.534, -1.388, 0.007], [1.443, -0.489, -0.239], [1.756, 0.606, -0.898], [0.151, -0.838, -0.038], [-1.015, 0.103, -0.232], [-1.086, 0.974, 1.014], [-0.826, 0.935, -1.384], [-2.402, -1.025, -0.421], [2.742, -1.985, -0.798], [3.400, -0.877, -0.043], [2.334, -1.918, 0.859], [0.957, 1.217, -1.029], [-0.247, -1.698, 0.279], [-2.098, 1.474, 1.230], [-0.275, 1.849, 0.991], [-0.982, 0.247, 1.803], [-1.763, 1.329, -1.590], [-0.592, 0.397, -2.223], [-3.298, -0.014, -0.727]], "nbo_charge": [-0.71, 0.76, -0.60, -0.57, 0.15, -0.66, -0.87, 0.00, 0.29, 0.28, 0.25, 0.54, 0.45, 0.26, 0.24, 0.23, 0.41, 0.39, 0.16], "homo_lumo_gap_ev": 9.69, "total_charge": 1, "smiles": "C/C(O)=[NH+]/[C@@](C)(N)S", "total_energy_ev": -20182.0244, "relative_energy_kcal_mol": 38.0, "lumo_ev": -3.951}

---

{"formula": "C4H11N2PS2", "method": "ωB97M-V/def2-TZVPD", "symbols": ["C", "C", "C", "C", "N", "N", "P", "S", "S", "H", "H", "H", "H", "H", "H", "H", "H", "H", "H", "H"], "coordinates": [[1.304, 1.033, 0.662], [2.249, 1.154, -0.569], [-3.366, -1.457, 0.290], [-1.357, -1.631, -0.748], [-0.094, 1.528, 0.350], [-2.061, -0.930, -0.039], [-1.683, 1.150, 0.872], [-2.831, 2.169, -0.281], [4.069, 1.084, -0.232], [1.217, 0.065, 1.113], [1.777, 1.573, 1.486], [2.135, 0.321, -1.245], [1.933, 1.998, -0.983], [-3.338, -1.964, 1.322], [-4.155, -0.592, 0.243], [-3.672, -2.327, -0.458], [4.099, 2.047, 0.628], [-1.556, -2.660, -0.844], [-0.571, -1.250, -1.393], [0.089, 2.442, -0.045]], "nbo_charge": [-0.22, -0.48, -0.47, 0.01, -1.00, -0.42, 0.94, -0.62, -0.03, 0.20, 0.18, 0.22, 0.19, 0.22, 0.25, 0.20, 0.11, 0.15, 0.18, 0.39], "homo_lumo_gap_ev": 8.33, "total_charge": 0, "total_energy_ev": -38263.9684, "relative_energy_kcal_mol": 36.0, "lumo_ev": 0.397}

---

{"formula": "C4H11N2S", "method": "ωB97M-V/def2-TZVPD", "symbols": ["N", "C", "C", "N", "C", "C", "S", "H", "H", "H", "H", "H", "H", "H", "H", "H", "H", "H"], "coordinates": [[1.132, 2.867, -1.479], [1.601, 2.589, -0.225], [1.823, 0.971, -0.262], [0.513, 0.312, -0.374], [-0.252, -0.477, 0.589], [-1.554, -0.993, 0.096], [-1.753, -2.773, 0.948], [1.866, 2.808, -2.139], [0.582, 2.046, -1.655], [2.600, 2.856, -0.039], [1.061, 2.658, 0.657], [2.186, 0.564, 0.654], [2.558, 0.676, -1.019], [0.158, 0.504, -1.396], [-0.528, 0.209, 1.373], [0.375, -1.273, 1.014], [-1.571, -1.186, -0.987], [-2.447, -0.286, 0.165]], "nbo_charge": [-0.82, -0.23, -0.22, -0.68, -0.24, -0.49, -0.76, 0.34, 0.34, 0.17, 0.19, 0.18, 0.16, 0.34, 0.16, 0.21, 0.18, 0.18], "homo_lumo_gap_ev": 5.92, "total_charge": -1, "smiles": "NCCNCC[S-]", "total_energy_ev": -18140.0641, "relative_energy_kcal_mol": 70.0, "lumo_ev": 3.485}

---

{"formula": "C4H11N2S", "method": "ωB97M-V/def2-TZVPD", "symbols": ["N", "C", "C", "S", "C", "N", "C", "H", "H", "H", "H", "H", "H", "H", "H", "H", "H", "H"], "coordinates": [[-0.904, 0.442, -1.412], [0.346, 0.409, -0.469], [1.391, 1.492, -0.669], [2.337, 1.279, -2.311], [-0.083, 0.341, 0.961], [-1.124, -0.629, 1.129], [-0.818, -2.098, 0.605], [-1.665, 0.840, -0.838], [-0.571, 1.288, -1.965], [0.852, -0.476, -0.798], [2.183, 1.219, 0.013], [0.953, 2.427, -0.358], [0.841, 0.106, 1.458], [-0.291, 1.366, 1.179], [-1.403, -0.799, 2.043], [0.146, -2.646, 0.961], [-1.530, -2.740, 0.857], [-0.661, -1.822, -0.385]], "mulliken_spin": [0.00, -0.02, 0.00, 1.00, 0.00, 0.00, 0.00, 0.00, 0.00, 0.00, 0.03, -0.02, 0.00, 0.00, 0.00, 0.00, 0.00, 0.00], "homo_lumo_gap_ev": [10.08, 7.03], "total_charge": 0, "total_energy_ev": -18138.5454, "relative_energy_kcal_mol": 45.5, "spin_multiplicity": 2, "lumo_ev": [0.948, -2.095]}

---

{"formula": "C4H11N2S", "method": "ωB97M-V/def2-TZVPD", "symbols": ["C", "N", "C", "N", "C", "C", "S", "H", "H", "H", "H", "H", "H", "H", "H", "H", "H", "H"], "coordinates": [[0.148, -0.170, 0.762], [-1.251, 0.102, 1.007], [-1.747, 1.402, 0.421], [-1.540, 1.593, -1.032], [0.692, -1.189, -0.299], [2.202, -1.198, -0.172], [2.950, -0.259, -1.550], [0.708, 0.733, 0.562], [0.546, -0.566, 1.685], [-1.733, -0.707, 0.672], [-1.209, 2.230, 0.862], [-2.806, 1.518, 0.715], [-2.169, 0.989, -1.557], [-0.580, 1.500, -1.337], [0.324, -0.978, -1.289], [0.291, -2.195, -0.042], [2.666, -0.544, 0.709], [2.510, -2.259, -0.119]], "mulliken_spin": [-0.01, 0.00, 0.00, 0.00, 0.03, -0.04, 0.99, 0.00, 0.00, 0.00, 0.00, 0.00, 0.00, 0.00, -0.02, 0.00, 0.04, -0.01], "homo_lumo_gap_ev": [9.71, 6.74], "total_charge": 0, "total_energy_ev": -18139.7012, "relative_energy_kcal_mol": 18.8, "spin_multiplicity": 2, "lumo_ev": [1.041, -1.926]}

---

{"formula": "C4H11N2S", "method": "ωB97M-V/def2-TZVPD", "symbols": ["C", "C", "C", "C", "N", "N", "S", "H", "H", "H", "H", "H", "H", "H", "H", "H", "H", "H"], "coordinates": [[-0.945, 0.932, -0.939], [-1.007, -1.588, -0.984], [-1.723, -0.304, -0.555], [1.399, 0.908, -0.160], [0.259, 1.127, -0.637], [1.115, -0.393, 1.585], [2.348, 2.191, 0.745], [-1.352, 1.446, -1.821], [0.020, -1.745, -0.756], [-1.599, -2.267, -0.437], [-1.051, -1.722, -2.097], [-2.001, -0.210, 0.500], [-2.634, -0.344, -1.111], [2.001, 0.223, -0.778], [1.184, 0.492, 2.225], [2.076, -0.766, 1.879], [0.606, -1.040, 2.297], [1.303, 3.061, 1.043]], "nbo_charge": [0.28, -0.60, -0.47, 0.11, -0.37, -1.06, 0.10, 0.23, 0.21, 0.24, 0.23, 0.24, 0.24, 0.26, 0.38, 0.39, 0.41, 0.17], "homo_lumo_gap_ev": 9.65, "total_charge": 1, "total_energy_ev": -18132.7427, "relative_energy_kcal_mol": 64.0, "lumo_ev": -4.486}

---

{"formula": "C4H11N2S", "method": "ωB97M-V/def2-TZVPD", "symbols": ["C", "C", "C", "C", "N", "N", "S", "H", "H", "H", "H", "H", "H", "H", "H", "H", "H", "H"], "coordinates": [[0.242, 0.107, -0.330], [-0.437, -1.019, 2.005], [2.411, 0.570, -1.991], [-0.627, 0.279, 1.313], [-0.553, 0.312, -1.383], [-1.969, 0.495, 0.919], [1.948, 0.167, -0.279], [-0.666, -0.850, 3.149], [0.707, -1.153, 1.955], [-1.148, -1.704, 1.566], [1.838, 0.231, -2.801], [3.539, 0.267, -2.002], [2.247, 1.696, -2.006], [-0.017, 1.027, 1.742], [-0.373, 0.091, -2.419], [-1.543, 0.192, -1.239], [-2.430, 1.451, 1.079], [-2.680, -0.104, 1.196]], "nbo_charge": [0.14, -0.64, -0.76, 0.05, -0.74, -0.87, 0.45, 0.25, 0.24, 0.23, 0.23, 0.28, 0.25, 0.23, 0.43, 0.43, 0.41, 0.39], "homo_lumo_gap_ev": 10.01, "total_charge": 1, "total_energy_ev": -18133.7562, "relative_energy_kcal_mol": 40.7, "lumo_ev": -3.965}

---

{"formula": "C4H11N2S", "method": "ωB97M-V/def2-TZVPD", "symbols": ["C", "C", "C", "C", "N", "N", "S", "H", "H", "H", "H", "H", "H", "H", "H", "H", "H", "H"], "coordinates": [[-1.729, 0.136, -0.469], [-0.751, 0.630, 0.266], [0.543, 1.863, -1.492], [0.319, -1.937, 1.708], [0.268, 1.377, -0.159], [0.296, -2.151, 0.383], [-0.481, 0.110, 2.016], [-2.677, -0.190, -0.095], [-1.623, 0.131, -1.586], [1.321, 1.450, -1.991], [-0.449, 1.652, -1.943], [0.626, 2.852, -1.476], [-0.483, -2.334, 2.317], [1.256, -1.787, 2.034], [0.888, 1.877, 0.492], [1.155, -2.004, -0.060], [-0.492, -2.657, 0.092], [0.857, 0.476, 1.981]], "nbo_charge": [-0.56, 0.11, -0.39, -0.05, -0.62, -0.71, 0.29, 0.24, 0.24, 0.20, 0.21, 0.21, 0.24, 0.21, 0.40, 0.42, 0.42, 0.16], "homo_lumo_gap_ev": 8.36, "total_charge": 1, "total_energy_ev": -18132.2207, "relative_energy_kcal_mol": 76.1, "lumo_ev": -3.844}

---

{"formula": "C4H11N3", "method": "ωB97M-V/def2-TZVPD", "symbols": ["C", "C", "C", "C", "N", "N", "N", "H", "H", "H", "H", "H", "H", "H", "H", "H", "H", "H"], "coordinates": [[1.321, -1.070, -1.040], [0.639, 1.346, -0.391], [1.266, -0.444, 1.451], [1.051, -0.031, 0.031], [-1.327, -0.820, 0.513], [-1.906, -0.007, -0.155], [-3.181, 0.335, -0.108], [2.192, -0.656, -1.551], [1.630, -2.007, -0.808], [0.436, -1.033, -1.633], [0.651, 2.100, 0.313], [-0.450, 1.167, -0.657], [1.128, 1.544, -1.441], [2.181, -0.928, 1.693], [1.233, 0.411, 2.120], [0.379, -1.175, 1.632], [-3.878, 0.086, 0.628], [-3.365, 1.182, -0.596]], "nbo_charge": [-0.67, -0.70, -0.70, 0.23, -0.21, -0.06, -0.64, 0.21, 0.22, 0.22, 0.22, 0.24, 0.22, 0.21, 0.21, 0.26, 0.37, 0.38], "homo_lumo_gap_ev": [6.73, 8.92], "total_charge": 0, "total_energy_ev": -8791.7055, "relative_energy_kcal_mol": 136.4, "lumo_ev": [0.248, 1.080]}